[1]
20
Properties=species:S:1:pos:R:3 method="wB97M-V/def2-TZVPD" e_lumo_ev=-0.4 relative_energy_kcal_mol=50.6 e_homo_ev=-8.42
C 0.837 -1.573 -0.676
C 0.234 -0.768 -1.682
C -1.181 -0.883 -1.558
C -1.452 -1.759 -0.470
C -0.206 -2.182 0.080
Ce -0.346 0.126 0.515
N 0.481 0.127 2.026
C 1.001 2.200 0.851
C 0.596 2.091 -0.459
H -1.923 -0.378 -2.180
H 0.761 -0.181 -2.436
H -2.439 -2.037 -0.100
H -0.075 -2.846 0.935
H 1.907 -1.685 -0.494
H 1.301 1.786 -1.237
H 2.032 1.988 1.146
H 1.121 0.062 2.826
H -0.374 2.488 -0.777
H 0.368 2.684 1.599
Br -2.643 0.739 2.091

---

[2]
20
Properties=species:S:1:pos:R:3 method="wB97M-V/def2-TZVPD" e_lumo_ev=3.3 total_charge=-1 e_homo_ev=-3.82
C -0.413 1.128 -1.533
C 0.992 1.263 -1.290
C 1.168 1.965 -0.063
C -0.136 2.249 0.475
C -1.113 1.774 -0.473
Ga -0.115 -0.125 1.122
N -1.343 -1.422 0.380
C -0.379 -2.503 0.122
C 0.937 -1.705 0.213
H 2.117 2.284 0.371
H 1.780 0.904 -1.938
H -0.345 2.889 1.334
H -2.189 1.915 -0.399
H -0.861 0.661 -2.402
H 1.311 -1.465 -0.788
H -0.401 -3.354 0.838
H -2.218 -1.736 0.793
H 1.704 -2.201 0.805
H -0.579 -2.973 -0.856
Br 0.083 0.451 3.290

---

[3]
20
Properties=species:S:1:pos:R:3 method="wB97M-V/def2-TZVPD" e_lumo_ev="-0.1 / -1.5" relative_energy_kcal_mol=66.1 e_homo_ev="-8.22 / -6.92"
C 2.566 -2.059 0.191
C -0.059 -0.245 -1.247
C -2.232 -0.069 -0.341
C -0.167 -0.204 1.160
C -0.659 1.895 -0.146
C 2.695 -0.811 -0.387
C -0.736 0.338 -0.136
N 2.429 -3.105 0.686
O 0.038 -1.053 -2.077
Br 3.218 0.566 0.854
H -2.656 0.529 -1.075
H -2.330 -1.114 -0.779
H -2.751 -0.014 0.581
H 0.827 0.197 1.306
H -0.075 -1.250 1.105
H -0.883 0.114 2.084
H -0.779 2.207 -1.098
H 0.242 2.350 0.426
H -1.635 2.326 0.259
H 2.946 -0.598 -1.366

---

[4]
20
Properties=species:S:1:pos:R:3 method="wB97M-V/def2-TZVPD" e_lumo_ev="6.8 / 6.7" relative_energy_kcal_mol=0.0 s2=2.0082 total_charge=-2 e_homo_ev="1.55 / 1.55" spin_multiplicity=3
C -0.563 0.798 -1.290
C 0.903 1.020 -1.067
C 1.042 1.858 0.079
C -0.284 2.204 0.528
C -1.238 1.583 -0.299
Pd -0.098 -0.656 0.400
N -3.557 0.191 1.278
C 0.613 -2.299 0.065
C 1.968 -2.534 -0.262
H 1.978 2.230 0.475
H 1.681 0.797 -1.814
H -0.483 2.916 1.289
H -2.260 1.810 -0.320
H -0.967 0.422 -2.223
H 2.379 -2.166 -1.192
H 0.089 -2.656 0.880
H -2.876 -0.534 1.202
H 2.651 -2.959 0.430
H -0.125 -2.198 -0.728
Cl -0.853 0.174 2.567

---

[5]
25
Properties=species:S:1:pos:R:3 method="wB97M-V/def2-TZVPD" e_lumo_ev=-4.3 relative_energy_kcal_mol=61.2 total_charge=+1 e_homo_ev=-11.81
C -0.637 -0.565 1.480
C 0.438 -0.328 -0.562
C 2.739 -0.964 -0.863
C -1.057 -0.816 -0.749
C 0.895 2.947 0.081
C 0.065 2.060 -0.856
C -1.046 -2.190 -1.273
N -1.619 -0.861 0.606
N -0.690 -0.510 2.853
O 0.512 -0.235 0.969
O 0.782 0.846 -1.165
F -0.871 -2.261 -2.623
F -0.043 -2.981 -0.683
F -2.187 -2.912 -1.038
S 3.281 -1.583 0.441
H 2.723 -0.493 -1.810
H -1.725 -0.158 -1.439
H 0.302 3.824 0.420
H 1.024 2.254 1.025
H 1.684 3.299 -0.441
H -0.069 2.515 -1.801
H -0.780 1.754 -0.297
H -2.336 -1.533 0.835
H -1.516 -0.699 3.451
H 0.133 -0.410 3.438

---

[6]
25
Properties=species:S:1:pos:R:3 method="wB97M-V/def2-TZVPD" e_lumo_ev="-1.2 / -0.1" relative_energy_kcal_mol=0.0 e_homo_ev="-8.11 / -9.28"
C 0.250 0.859 -2.992
C -0.254 -0.235 -2.589
C -0.861 -1.531 -2.816
C -1.723 0.357 2.611
C 1.369 0.391 0.359
C -0.140 0.564 0.148
C 1.715 0.905 1.837
O -2.187 -1.070 0.451
O -0.071 -1.517 1.545
O 1.846 -0.868 0.016
F -0.636 1.771 0.047
F 1.009 1.981 2.112
F 3.006 1.325 1.822
F 1.642 0.001 2.845
S -1.077 -0.548 1.145
H 0.755 1.482 -2.400
H 0.421 0.971 -4.131
H -0.591 -1.831 -3.918
H -0.376 -2.227 -2.194
H -1.912 -1.726 -2.717
H -2.770 0.096 2.825
H -1.118 -0.017 3.431
H -1.576 1.384 2.425
H 2.011 1.034 -0.229
H 1.268 -1.553 0.365

---

[7]
22
Properties=species:S:1:pos:R:3 method="wB97M-V/def2-TZVPD" e_lumo_ev=0.3 relative_energy_kcal_mol=0.0 smiles="CNS(=O)(=O)[C@@H]1C=CC=C(F)C1" e_homo_ev=-8.52
C 1.264 0.081 0.887
C 0.268 0.692 1.581
C 1.537 0.507 -0.460
C -0.401 1.814 0.889
C 1.138 1.849 -1.067
C -0.089 2.258 -0.359
C -1.442 -2.129 -0.274
N -0.924 -0.892 -0.824
O 0.574 -0.353 -2.849
O 1.262 -2.092 -1.194
F -0.780 3.318 -0.808
S 0.622 -0.856 -1.484
H 2.019 -0.554 1.302
H 0.128 0.596 2.698
H 2.541 0.214 -0.752
H -1.320 2.302 1.339
H 1.974 2.574 -0.963
H 0.844 2.003 -2.133
H -2.398 -2.541 -0.821
H -0.868 -3.075 -0.556
H -1.571 -2.032 0.824
H -1.604 -0.430 -1.396

---

[8]
18
Properties=species:S:1:pos:R:3 method="wB97M-V/def2-TZVPD" e_lumo_ev="-6.4 / -6.4" relative_energy_kcal_mol=145.4 total_charge=+1 e_homo_ev="-13.62 / -13.62"
C -1.041 1.366 0.617
C 0.162 1.434 0.721
C -2.364 0.786 0.698
C 1.568 1.036 0.425
C -2.042 -0.635 0.330
C -1.032 -1.429 0.090
C 1.661 -0.618 -1.370
N 1.393 -0.312 0.020
H -2.969 0.684 1.655
H -3.031 1.452 0.060
H 2.054 1.642 -0.267
H 2.273 1.272 1.172
H -3.005 -1.149 0.295
H -0.623 -2.412 -0.019
H 1.234 0.140 -1.969
H 2.758 -0.829 -1.607
H 1.115 -1.509 -1.539
H 1.889 -0.918 0.687

---

The calculation returns the following DFT total energy values, one per record and in order: -91878.4721, -131331.0474, -80996.5234, -24905.5163, -33473.5176, -35262.9272, -26556.3253, -8897.2897 eV.